Below is a cluster of 2 separate species, C18H27BrN2O7S2Si in total at a distorted geometry, with properties calculated with the ωB97M-V functional and the def2-TZVPD basis.

Results
Total energy, Ha: -4997.626640
LUMO level, hartree: -0.074
Orbital gap, eV: 6.74
SMILES string: CCOc1c(Br)c([Si](C)(C)C)c2nsnc2c1CC(=O)OC(C)=O.CCOS(C)(=O)=O

Last column: Mulliken charge in e.
Cartesian coordinates (Å):
C: -0.96407 5.82787 -0.61592  -0.967
C: -0.88871 4.76488 -1.86175  -0.186
O: 0.20128 3.76421 -1.74768  -0.380
C: -0.27810 2.64876 -0.87175  0.115
C: 0.21450 2.60138 0.70611  -0.391
Br: 1.48307 4.04701 1.28861  -0.078
C: -0.36845 1.39070 1.65237  0.597
Si: 0.15270 1.34402 3.54588  0.318
C: -0.30320 3.13306 4.21717  -0.879
C: 2.03196 0.93195 3.70766  -0.861
C: -0.98876 0.12927 4.57498  -1.012
C: -1.37461 0.25132 0.98874  0.176
N: -2.01026 -0.97695 1.64675  -0.430
S: -2.95952 -1.85168 0.43293  0.187
N: -2.82108 -0.88931 -1.04999  -0.461
C: -1.90318 0.23171 -0.59424  0.318
C: -1.32134 1.50830 -1.49102  0.299
C: -1.77829 1.66056 -3.08095  -0.411
C: -1.28269 0.33542 -3.91025  0.300
O: -2.21220 -0.64662 -4.07614  -0.491
O: 0.09206 0.17804 -4.43296  -0.318
C: 1.06401 -0.05416 -3.34271  0.538
C: 2.29662 1.03202 -3.20073  -0.643
O: 0.90867 -1.09047 -2.48549  -0.397
H: -1.46942 6.82193 -1.03737  0.361
H: -1.67519 5.44684 0.24181  0.224
H: 0.10297 6.15768 -0.23433  0.204
H: -1.93774 4.24850 -2.03485  0.206
H: -0.68567 5.39343 -2.85565  0.311
H: -0.99369 3.06200 5.15926  0.333
H: 0.71548 3.68366 4.38979  0.231
H: -0.90462 3.73476 3.38099  0.226
H: 2.36907 0.67001 4.82168  0.285
H: 2.63940 1.92208 3.43911  0.236
H: 2.41027 0.11470 2.94382  0.285
H: -1.14389 0.66260 5.62519  0.299
H: -2.03926 0.09244 4.06073  0.269
H: -0.49455 -0.91313 4.77125  0.264
H: -2.96515 1.76915 -3.08953  0.394
H: -1.36205 2.62509 -3.59645  0.260
H: 3.12335 0.51921 -2.54732  0.272
H: 2.65993 1.28906 -4.28588  0.320
H: 1.91561 1.99325 -2.62903  0.065
C: 0.72207 -4.37842 -2.47969  -1.016
C: 1.35844 -4.05001 -1.14229  -0.233
O: 0.70891 -4.73041 -0.07783  -0.193
S: 1.04438 -6.30626 0.16320  1.146
C: 0.31128 -6.44504 1.77492  -0.918
O: 2.47629 -6.46876 0.29330  -0.634
O: 0.26253 -7.09565 -0.76401  -0.600
H: 0.89794 -5.42301 -2.75189  0.410
H: 1.13778 -3.74795 -3.27049  0.345
H: -0.36201 -4.23274 -2.44000  0.252
H: 2.43133 -4.27077 -1.14890  0.301
H: 1.25094 -2.97764 -0.94902  0.175
H: 0.85971 -5.80596 2.46807  0.305
H: 0.38200 -7.48766 2.08891  0.369
H: -0.73683 -6.14426 1.71292  0.303